# 1
Density functional theory data (ωB97M-V/def2-TZVPD) for C22H25ClNOSc as an isolated structure at a distorted geometry.

Geometry as XYZ:
```
51
Properties=species:S:1:pos:R:3:forces:R:3
C 1.73858 0.30632 0.81127 0.2 0.5 -0.4
C 1.94305 -0.38017 -0.42019 0.0 0.8 0.1
C 1.77643 0.54979 -1.48711 0.0 0.2 0.7
H 2.28953 -1.41700 -0.53392 -0.6 0.6 0.1
C 1.51042 1.83943 -0.92365 0.8 0.0 0.8
C 1.51990 1.70377 0.52072 0.1 -0.3 -0.6
H 1.45588 2.78303 -1.47955 -0.1 -0.5 0.3
C -1.44698 -1.85325 1.11204 0.5 0.0 -0.5
C -0.20530 -2.36583 0.61230 -0.7 -0.1 -0.2
C -0.36850 -2.66474 -0.76051 -0.6 0.7 0.2
H 0.69151 -2.54063 1.20474 -0.3 0.0 -0.1
C -1.69464 -2.28353 -1.15638 0.0 -0.4 1.1
C -2.38160 -1.86875 0.04821 0.6 0.5 -1.3
H 1.91419 0.32085 -2.55152 -0.2 0.2 0.5
H 1.38448 2.51493 1.25254 0.2 -0.5 -0.4
H 1.85942 -0.13614 1.80974 -0.3 0.3 -0.6
H -3.42141 -1.54113 0.07846 0.3 0.0 0.1
H 0.40486 -3.03370 -1.43227 -0.1 0.1 0.2
H -1.63950 -1.52622 2.12991 0.0 -0.3 -0.1
Sc -0.64161 1.07996 -0.17600 2.2 -2.6 2.8
C -1.96554 -1.64908 -2.53223 0.0 -0.4 1.1
C -3.44242 -1.51057 -2.84120 -0.3 -0.1 -0.3
C -1.22044 -2.39997 -3.60727 0.1 -0.1 -0.5
H -3.97207 -2.46183 -2.70971 0.2 0.2 0.0
H -3.57394 -1.20222 -3.87876 -0.1 0.1 -0.2
H -3.92148 -0.75230 -2.22090 -0.1 -0.1 0.2
H -1.47357 -3.46612 -3.59472 -0.1 0.2 0.1
H -0.13998 -2.32280 -3.49029 0.0 0.0 0.1
H -1.47557 -2.00869 -4.58961 0.0 0.1 -0.3
C -1.34017 -0.25334 -2.21136 -1.7 0.5 0.2
C -1.32531 1.14963 -2.80598 1.3 0.7 2.6
H -0.27763 -0.52356 -1.96836 -0.4 0.6 0.0
H -1.97860 -0.00234 -1.29356 0.6 -0.9 -0.7
O -0.94638 1.98027 -1.85530 -1.5 -0.3 -4.2
N -1.37649 1.58405 -4.05147 0.0 1.0 -1.0
C -0.36582 2.58834 -4.48548 -0.8 0.3 0.4
H -2.21349 1.48984 -4.61323 0.4 -0.8 0.0
C 0.92862 1.89732 -4.76966 1.2 -0.4 -0.2
C 2.12421 2.59144 -4.54381 0.1 0.0 -0.2
H 2.07463 3.61566 -4.15317 0.1 -0.4 -0.1
C 3.36351 2.02357 -4.86887 -0.2 0.1 0.0
H 4.28331 2.60320 -4.72278 -0.4 -0.3 0.0
C 3.42051 0.74119 -5.41853 -0.4 0.0 0.0
H 4.37300 0.30099 -5.70798 -0.2 0.1 0.1
C 2.23347 0.02679 -5.62775 -0.3 0.3 0.1
H 2.25239 -0.96643 -6.08485 0.1 0.3 0.2
C 0.99407 0.59632 -5.29568 0.2 0.2 -0.2
H 0.06435 0.05708 -5.50715 0.4 0.1 0.2
H -0.22619 3.33790 -3.69792 -0.1 -0.2 -0.2
H -0.74455 3.11956 -5.36796 0.0 -0.3 0.2
Cl -1.92416 1.78683 1.59523 -0.2 0.4 -0.1
```
Forces are in eV/Å.

Calculated values
* spin multiplicity: 1
* frontier orbital gap: 5.589 eV
* E_HOMO: -6.4 eV
* energy above the lowest of the compared OMol25 structures with the same formula, charge and spin: 24.9 kcal per mole
* energy: -2204.205553 Eh

These are the natural (NBO) partial charges, in e, on atoms 1 to 4:
1. C -0.308
2. C -0.228
3. C -0.327
4. H 0.239

***

# 2
Density functional theory data (ωB97M-V/def2-TZVPD) for C18H38FINO8PS as an isolated structure at a distorted geometry.

Geometry as XYZ:
```
69
Properties=species:S:1:pos:R:3:forces:R:3
C -4.39453 1.74009 -5.55625 0.5 -0.1 -0.2
C -2.90972 1.38411 -5.71186 -0.3 0.3 0.4
C -2.33785 2.13980 -6.89709 -0.4 -0.8 -0.1
N -1.03251 1.56909 -7.37620 -0.2 1.2 0.0
P 0.48045 2.29357 -6.68831 0.4 0.0 -0.1
O 1.21352 0.91175 -6.22915 -0.1 0.3 -0.2
I -0.09924 3.19553 -4.49670 0.0 -0.2 0.0
S -0.86584 1.85718 -9.00075 0.7 0.7 0.4
O -1.38253 3.12371 -9.39040 -0.3 -0.4 -0.1
O 0.46602 1.50684 -9.37032 -0.2 -0.4 0.1
F -1.81553 0.76255 -9.54750 -0.2 -0.1 -0.1
H -4.51054 2.82382 -5.52595 -0.1 0.1 0.1
H -4.96355 1.36839 -6.40703 -0.2 -0.1 0.1
H -4.77033 1.32691 -4.62462 -0.2 0.0 0.0
H -2.77278 0.30914 -5.81635 0.0 0.0 -0.2
H -2.42437 1.66938 -4.78099 0.2 -0.1 -0.1
H -2.27914 3.21051 -6.70370 0.2 0.0 0.0
H -3.05745 2.02820 -7.70921 0.1 0.0 -0.1
H 1.59454 0.55449 -7.04370 0.2 -0.3 0.0
C 1.64921 -1.18414 -4.04159 -0.2 0.0 0.3
C 1.55035 -1.71824 -2.63126 0.0 0.0 0.0
O 0.81358 -1.20576 -1.81769 0.0 0.0 0.0
C 2.40667 -2.90895 -2.28374 -0.3 0.1 0.0
H 0.98742 -0.33420 -4.15724 0.0 0.0 0.0
H 2.67277 -0.86929 -4.25085 0.0 -0.1 -0.1
H 1.36013 -1.96090 -4.75219 0.1 0.0 0.0
H 3.46092 -2.66901 -2.41664 0.0 -0.1 -0.1
H 2.14696 -3.75148 -2.92909 0.1 0.0 -0.1
H 2.24113 -3.18676 -1.25212 0.0 0.0 0.1
C 3.88844 -1.35208 1.43375 0.0 0.0 -0.3
C 4.04287 -2.84317 1.27069 0.0 0.0 0.0
O 4.06978 -3.35616 0.17352 0.1 0.0 0.2
C 4.15374 -3.66110 2.53150 0.0 -0.2 -0.2
H 3.81725 -0.88607 0.45308 0.0 0.0 0.0
H 2.98495 -1.13527 2.00367 0.1 0.0 0.2
H 4.74837 -0.94233 1.96546 -0.1 0.0 0.1
H 3.25911 -3.52373 3.14092 0.1 0.1 0.1
H 5.02419 -3.34572 3.10801 -0.1 0.1 0.1
H 4.25833 -4.71214 2.27076 0.0 0.0 0.0
C 0.98175 -0.26408 6.39882 0.2 -0.2 0.1
C 1.38953 -0.69435 5.01377 0.0 0.0 0.0
O 2.34893 -1.41285 4.82989 0.0 0.0 -0.1
C 0.54861 -0.19434 3.86856 0.1 -0.1 -0.2
H 1.66541 -0.70066 7.12440 0.0 0.0 0.0
H 1.01346 0.82073 6.47679 -0.1 0.0 -0.1
H -0.03240 -0.60942 6.60789 -0.1 0.1 0.0
H 0.56011 0.89459 3.84587 -0.1 0.0 0.1
H -0.48012 -0.53861 3.99064 0.0 0.1 0.1
H 0.94624 -0.57770 2.93033 0.0 0.0 0.0
C -1.56958 -3.00111 2.65056 0.1 0.1 0.2
C -2.78100 -2.54677 3.42603 0.0 0.0 0.0
O -2.68149 -2.07507 4.53542 0.0 0.0 0.0
C -4.12250 -2.70443 2.75174 -0.1 0.1 0.2
H -0.67885 -2.83267 3.25084 0.0 0.0 0.0
H -1.64696 -4.06439 2.41898 0.0 0.0 -0.1
H -1.48862 -2.43588 1.72033 0.0 -0.1 -0.1
H -4.30535 -3.75554 2.52374 0.0 0.0 -0.1
H -4.14243 -2.13352 1.82221 0.0 -0.1 -0.1
H -4.90602 -2.34051 3.41205 0.0 0.0 0.0
C -1.69259 4.01507 6.06333 0.0 -0.2 -0.1
C -0.21515 3.76113 5.89629 0.0 0.0 0.0
O 0.19774 2.73093 5.41481 0.0 0.1 0.0
C 0.72300 4.84888 6.35750 0.1 -0.2 -0.1
H -2.25245 3.15887 5.69492 0.0 0.0 0.0
H -1.92815 4.17058 7.11721 0.0 0.1 0.0
H -1.98499 4.90363 5.50178 0.0 0.1 0.1
H 0.58200 5.03737 7.42284 -0.1 0.1 0.0
H 0.52602 5.77021 5.80745 -0.1 0.0 0.1
H 1.75105 4.54136 6.18213 0.0 0.0 0.0
```
Forces are in eV/Å.

Calculated values
* spin multiplicity: 1
* frontier orbital gap: 9.080 eV
* E_HOMO: -9.2 eV
* energy: -2502.449643 Eh

These are the natural (NBO) partial charges, in e, on atoms 1 to 4:
1. C -0.601
2. C -0.420
3. C -0.243
4. N -0.972

***

> Look up the spin multiplicity of the first one.

1